Below is a gas-phase ion, C5H11ClN (charge +1) in a non-equilibrium geometry, with properties calculated with wB97M-V/def2-TZVPD.

Values from the calculation:
**Orbital gap**: 11.557 eV
**Energy above the lowest of the compared OMol25 structures with the same formula, charge and spin**: 228.97 kJ/mol
**E_HOMO**: -0.5444 hartree
**Net charge**: +1
**Strongest force on any atom**: 0.1217 hartree/bohr
**Lowest unoccupied orbital energy**: -3.255 eV
**Total energy**: -711.72239 hartree
**SMILES**: C=C(CCl)[NH+](C)C

Element x y z (Å)
C  -1.96  0.05  0.55
C  -0.67  0.16  0.66
C  0.16  0.15  2.05
Cl  1.26  -1.26  2.04
N  0.12  0.09  -0.59
C  1.22  1.04  -0.52
C  0.33  -1.40  -0.98
H  -2.40  -0.09  -0.47
H  -2.72  0.03  1.39
H  0.56  1.07  2.18
H  -0.56  -0.24  2.89
H  -0.45  0.35  -1.46
H  1.61  1.24  -1.57
H  0.75  1.96  -0.03
H  2.13  0.60  0.00
H  -0.18  -2.00  -0.17
H  -0.18  -1.83  -1.96
H  1.40  -1.65  -0.99


Below is 3 unconnected molecules or ions with the total composition C5H12O2 in a non-equilibrium geometry, with properties calculated with wB97M-V/def2-TZVPD.

Values from the calculation:
**Orbital gap**: 9.918 eV
**Energy above the lowest of the compared OMol25 structures with the same formula, charge and spin**: 298.25 kJ/mol
**E_HOMO**: -0.3442 hartree
**Strongest force on any atom**: 0.0612 hartree/bohr
**Lowest unoccupied orbital energy**: 0.552 eV
**Total energy**: -348.09122 hartree
**SMILES**: C=CCC=C.O.O

Element x y z (Å)
C  0.49  -0.73  -2.01
C  -0.05  -1.31  -0.89
C  -0.76  -0.56  0.30
C  -2.25  -0.69  0.60
C  -3.17  -0.77  -0.41
H  0.77  -1.33  -2.94
H  0.69  0.34  -2.06
H  0.19  -2.40  -0.69
H  -0.53  0.60  0.28
H  -0.26  -1.01  1.13
H  -2.57  -0.89  1.67
H  -4.20  -0.81  -0.17
H  -2.80  -0.72  -1.42
O  2.79  0.92  2.51
H  3.28  0.27  2.01
H  2.15  1.29  1.94
O  1.81  2.43  0.22
H  1.79  2.67  -0.75
H  2.62  2.69  0.68


Below is 2 unconnected molecules or ions with the total composition C4H6N2O2 in a non-equilibrium geometry, with properties calculated with wB97M-V/def2-TZVPD.

Values from the calculation:
**Orbital gap**: 6.087 eV
**Energy above the lowest of the compared OMol25 structures with the same formula, charge and spin**: 647.30 kJ/mol
**E_HOMO**: -0.3016 hartree
**Strongest force on any atom**: 0.1618 hartree/bohr
**Lowest unoccupied orbital energy**: -2.121 eV
**Total energy**: -415.79408 hartree

Element x y z (Å)
C  -1.91  -0.01  -0.07
C  -0.04  -1.48  0.06
C  1.60  -0.09  -0.22
C  0.44  0.65  -0.28
H  -2.38  0.11  -1.05
H  -2.43  -1.01  0.30
H  -2.42  0.80  0.55
H  -0.55  -2.39  0.14
H  3.45  -0.35  -0.33
H  0.69  2.95  1.32
N  -0.61  -0.24  -0.16
N  1.29  -1.38  -0.04
O  2.87  0.40  -0.02
O  -0.02  2.05  -0.18


Below is a single C3H4N2O molecule in a non-equilibrium geometry, with properties calculated with wB97M-V/def2-TZVPD.

Values from the calculation:
**Orbital gap (alpha / beta)**: 8.408 / 8.408 eV
**Energy above the lowest of the compared OMol25 structures with the same formula, charge and spin**: 561.64 kJ/mol
**E_HOMO (alpha / beta)**: -0.3167 / -0.3168 hartree
**Strongest force on any atom**: 0.0385 hartree/bohr
**Lowest unoccupied orbital energy (alpha / beta)**: -0.211 / -0.212 eV
**Total energy**: -301.27332 hartree
**SMILES**: NC=C=CN=O

Element x y z (Å)
N  1.95  0.30  -0.43
C  0.61  0.10  -0.62
C  -0.52  0.51  -0.11
C  -1.72  0.22  0.36
N  -1.82  -0.96  1.18
O  -0.77  -1.54  1.38
H  2.60  -0.41  -0.73
H  2.25  0.84  0.37
H  0.07  0.18  -1.60
H  -2.64  0.76  0.20


Below is 8 unconnected molecules or ions with the total composition C8H34N2O8 in a non-equilibrium geometry, with properties calculated with wB97M-V/def2-TZVPD.

Values from the calculation:
**Orbital gap**: 9.310 eV
**Energy above the lowest of the compared OMol25 structures with the same formula, charge and spin**: 87.37 kJ/mol
**E_HOMO**: -0.3462 hartree
**Strongest force on any atom**: 0.0380 hartree/bohr
**Lowest unoccupied orbital energy**: -0.111 eV
**Total energy**: -1036.58382 hartree
**SMILES**: COC[C@H](C)N.COC[C@H](C)N.O.O.O.O.O.O

Element x y z (Å)
C  16.97  10.76  24.48
O  17.88  10.43  25.49
C  17.97  9.02  25.66
C  16.82  8.49  26.53
C  16.66  9.23  27.85
N  17.10  7.04  26.75
H  16.98  11.83  24.29
H  15.99  10.31  24.62
H  17.22  10.35  23.48
H  18.00  8.48  24.72
H  18.87  8.82  26.25
H  15.90  8.53  25.94
H  17.46  9.13  28.59
H  15.75  9.00  28.41
H  16.65  10.30  27.61
H  17.92  7.01  27.36
H  16.39  6.71  27.41
C  23.41  12.39  17.38
O  22.53  11.80  18.32
C  21.16  12.15  18.09
C  20.32  11.37  19.06
C  20.59  9.86  18.96
N  18.90  11.63  18.74
H  23.12  13.40  17.10
H  23.50  11.68  16.55
H  24.42  12.47  17.79
H  21.11  13.21  18.37
H  20.93  11.98  17.04
H  20.42  11.68  20.10
H  21.65  9.57  18.99
H  20.23  9.38  18.05
H  20.13  9.31  19.78
H  18.64  11.11  17.90
H  18.28  11.18  19.42
O  15.89  12.62  21.22
H  16.28  11.74  21.06
H  14.93  12.49  21.15
O  13.88  10.62  22.84
H  13.46  11.23  22.20
H  14.59  10.20  22.33
O  16.39  15.14  20.42
H  16.93  14.95  19.64
H  16.22  14.24  20.82
O  13.50  15.46  20.60
H  13.47  15.92  19.75
H  14.45  15.27  20.73
O  13.06  12.61  20.76
H  12.47  12.55  20.00
H  13.08  13.57  20.97
O  16.89  10.05  20.50
H  16.40  9.40  19.97
H  17.50  9.51  21.03


Below is 7 unconnected molecules or ions with the total composition C26H63N12O7PSi, with properties calculated with wB97M-V/def2-TZVPD.

Values from the calculation:
**Orbital gap**: 7.714 eV
**E_HOMO**: -0.2680 hartree
**Strongest force on any atom**: 0.0100 hartree/bohr
**Lowest unoccupied orbital energy**: 0.423 eV
**Total energy**: -2843.26184 hartree
**SMILES**: COCCC[PH3]CCCCCCCC[Si](C)(C)c1ccccc1.NC(N)=O.NC(N)=O.NC(N)=O.NC(N)=O.NC(N)=O.NC(N)=O

Element x y z (Å)
C  -1.42  3.07  2.80
O  -2.37  3.57  1.90
C  -3.66  3.73  2.47
C  -4.66  4.01  1.35
C  -4.31  3.36  0.01
P  -3.86  1.49  0.08
C  -3.44  -0.37  0.15
C  -2.22  -0.65  1.02
C  -0.88  -0.47  0.31
C  0.32  -0.34  1.27
C  1.27  -1.54  1.21
C  2.17  -1.50  -0.04
C  3.55  -0.88  0.25
C  4.66  -1.94  0.40
Si  5.42  -2.54  -1.20
C  4.31  -2.22  -2.70
C  5.78  -4.37  -1.12
C  7.03  -1.62  -1.54
C  8.23  -2.28  -1.82
C  9.41  -1.57  -2.08
C  9.39  -0.19  -2.08
C  8.21  0.48  -1.81
C  7.05  -0.22  -1.54
H  -0.52  2.84  2.23
H  -1.77  2.15  3.29
H  -1.17  3.80  3.58
H  -3.93  2.83  3.04
H  -3.65  4.56  3.19
H  -5.64  3.68  1.68
H  -4.72  5.09  1.21
H  -5.18  3.44  -0.64
H  -3.49  3.89  -0.47
H  -4.46  1.37  1.36
H  -2.48  1.80  -0.07
H  -4.71  1.24  -1.04
H  -4.31  -0.90  0.56
H  -3.27  -0.73  -0.87
H  -2.26  -0.01  1.91
H  -2.27  -1.68  1.40
H  -0.72  -1.34  -0.34
H  -0.92  0.39  -0.36
H  -0.04  -0.22  2.29
H  0.89  0.56  1.05
H  0.67  -2.46  1.18
H  1.89  -1.57  2.10
H  1.67  -0.91  -0.81
H  2.29  -2.50  -0.45
H  3.82  -0.16  -0.53
H  3.48  -0.31  1.18
H  5.44  -1.56  1.07
H  4.24  -2.81  0.91
H  4.47  -3.02  -3.42
H  4.61  -1.29  -3.18
H  3.25  -2.15  -2.46
H  6.21  -4.70  -2.08
H  6.47  -4.64  -0.33
H  4.86  -4.93  -0.97
H  8.25  -3.36  -1.82
H  10.32  -2.10  -2.30
H  10.30  0.36  -2.28
H  8.20  1.57  -1.81
H  6.13  0.31  -1.33
N  3.43  3.23  2.93
C  2.67  2.20  3.43
N  1.85  2.58  4.45
O  2.75  1.06  3.00
H  3.34  4.17  3.26
H  4.04  3.02  2.16
H  1.28  1.87  4.87
H  1.83  3.54  4.77
N  -7.90  -2.47  2.23
C  -7.16  -1.35  1.96
N  -7.41  -0.79  0.74
O  -6.32  -0.92  2.73
H  -8.54  -2.87  1.57
H  -7.74  -2.92  3.11
H  -6.86  0.01  0.50
H  -8.06  -1.16  0.08
N  -7.63  -4.82  -2.43
C  -7.11  -3.79  -1.70
N  -5.76  -3.86  -1.46
O  -7.77  -2.85  -1.29
H  -7.08  -5.58  -2.77
H  -8.62  -4.80  -2.64
H  -5.35  -3.12  -0.93
H  -5.18  -4.61  -1.78
N  -11.32  -5.33  -5.27
C  -10.75  -4.29  -4.60
N  -10.54  -3.16  -5.33
O  -10.46  -4.36  -3.41
H  -11.58  -5.29  -6.24
H  -11.50  -6.17  -4.76
H  -10.12  -2.38  -4.85
H  -10.77  -3.07  -6.30
N  8.22  2.89  -4.99
C  6.88  3.04  -5.25
N  6.06  2.17  -4.59
O  6.46  3.89  -6.02
H  8.57  2.19  -4.36
H  8.85  3.51  -5.45
H  5.07  2.25  -4.75
H  6.40  1.47  -3.96
N  4.57  4.41  6.15
C  3.62  5.38  6.02
N  3.81  6.52  6.75
O  2.64  5.24  5.30
H  5.38  4.50  6.74
H  4.43  3.57  5.63
H  3.12  7.24  6.66
H  4.60  6.66  7.35


Below is 2 unconnected molecules or ions with the total composition C8H19N2 in a non-equilibrium geometry, with properties calculated with wB97M-V/def2-TZVPD.

Values from the calculation:
**Orbital gap**: 10.833 eV
**Energy above the lowest of the compared OMol25 structures with the same formula, charge and spin**: 225.49 kJ/mol
**E_HOMO**: -0.5184 hartree
**Net charge**: +1
**Strongest force on any atom**: 0.0891 hartree/bohr
**Lowest unoccupied orbital energy**: -3.275 eV
**Total energy**: -425.39938 hartree

Element x y z (Å)
C  1.47  -2.14  0.19
C  0.29  -1.21  -0.12
C  -0.94  -1.93  -0.26
C  -1.38  1.89  0.82
C  0.11  1.17  -2.71
C  -0.32  2.09  -0.23
C  0.88  -0.21  2.58
C  -0.42  0.93  -1.27
N  0.01  -0.88  1.99
N  0.50  -0.07  -0.78
H  2.29  -1.54  0.48
H  1.74  -2.68  -0.64
H  -1.84  -1.41  -0.44
H  -1.06  -2.58  0.53
H  -0.92  -2.65  -1.14
H  -2.37  1.82  0.24
H  -1.54  2.77  1.52
H  -1.27  0.96  1.27
H  -0.27  0.30  -3.38
H  1.29  1.17  -2.86
H  -0.17  2.24  -2.98
H  -0.32  3.11  -0.69
H  0.71  1.99  0.32
H  1.20  -0.38  3.67
H  1.60  0.44  1.95
H  -1.47  0.57  -1.28
H  -0.63  -1.29  2.71
H  1.34  -2.79  1.08
H  1.48  0.31  -0.56


Below is 2 unconnected molecules or ions with the total composition C3H9NO2 in a non-equilibrium geometry, with properties calculated with wB97M-V/def2-TZVPD.

Values from the calculation:
**Orbital gap**: 9.951 eV
**Energy above the lowest of the compared OMol25 structures with the same formula, charge and spin**: 247.97 kJ/mol
**E_HOMO**: -0.3351 hartree
**Strongest force on any atom**: 0.1008 hartree/bohr
**Lowest unoccupied orbital energy**: 0.831 eV
**Total energy**: -324.87817 hartree
**SMILES**: CC(=O)O.CN

Element x y z (Å)
C  2.36  1.75  -0.64
C  1.17  0.87  -0.46
O  0.07  1.19  0.09
O  1.26  -0.43  -0.67
H  1.96  2.74  -0.61
H  3.04  1.59  -1.50
H  3.08  1.67  0.25
H  0.38  -0.84  -0.56
C  -1.59  -1.06  0.06
N  -2.18  -1.84  1.18
H  -0.60  -1.58  0.08
H  -1.47  0.07  0.44
H  -2.31  -0.98  -0.71
H  -2.06  -1.14  2.00
H  -3.13  -2.03  1.04


Question: Among the records above, which one has the lowest total energy?
Answer: C26H63N12O7PSi